10
Properties=species:S:1:pos:R:3:mulliken_charge:R:1 method="wB97M-V/def2-TZVPD" homo_lumo_gap_ev=7.27 largest_force_ha_per_bohr=0.049 multiplicity=1 e_homo_ev=-7.92 total_charge=0
Cl -3.460 1.699 -0.126 -0.14
C -1.854 1.114 -0.052 -0.58
H 2.275 -0.951 0.798 0.27
C 0.694 -0.078 -0.304 0.41
N -0.386 -0.434 -0.040 0.00
C -1.696 -0.260 0.004 0.46
H 2.374 0.799 0.643 0.29
Cl -2.823 -1.565 0.018 -0.17
H 2.754 -0.233 -0.957 0.27
C 2.123 -0.090 0.016 -0.81


47
Properties=species:S:1:pos:R:3:mulliken_charge:R:1 method="wB97M-V/def2-TZVPD" smiles="Cc1ccc(S(=O)(=O)n2cc([N+](=O)[O-])c3ccccc32)cc1.C=S(C)(C)=O" homo_lumo_gap_ev=7.79 largest_force_ha_per_bohr=0.047 multiplicity=1 e_homo_ev=-8.02 total_charge=0
N 1.106 -1.124 -1.073 0.24
H 2.882 0.865 -2.165 0.35
C 0.057 -2.003 -1.076 -0.60
H 1.378 4.680 2.920 0.35
C 2.039 0.381 0.877 0.30
C -0.539 -1.975 -2.328 -0.71
O 3.627 -1.214 -0.530 -0.65
H -3.517 1.121 2.495 0.49
H -0.810 -1.915 1.881 0.49
H 2.660 1.593 -4.584 0.39
C 0.744 0.607 1.343 0.66
H 0.995 5.027 1.220 0.33
H -1.967 -2.707 0.585 0.39
C 1.982 0.856 -4.154 -0.69
C 2.103 0.471 -2.810 -0.57
H -4.230 -1.229 3.999 0.36
S -3.059 -1.156 1.925 1.11
H -1.968 0.516 3.221 0.39
H -0.648 2.113 1.976 0.10
C 0.839 4.317 2.039 -1.50
H -0.738 -1.055 -5.045 0.48
H -0.229 4.298 2.272 0.33
C 3.006 1.395 0.883 -0.53
C -1.741 -1.922 1.304 -1.09
H -2.039 0.878 1.470 0.18
H 0.012 -0.200 1.379 -0.62
O 1.869 -2.266 0.965 -0.67
O -4.273 -1.112 1.096 -0.71
C 0.377 1.897 1.686 -0.33
H 3.340 3.490 1.293 0.41
C 1.163 -0.422 -2.299 0.40
H 0.926 0.573 -6.023 0.38
H -3.848 -2.905 3.397 0.37
N -1.206 -3.098 -2.858 1.00
C 1.298 2.942 1.658 0.49
H -2.592 -1.921 4.208 0.35
C 0.048 -0.597 -4.453 -0.44
C 2.617 2.676 1.286 -0.56
O -1.341 -4.095 -2.104 -0.60
H -0.141 -2.708 -0.292 1.26
C -2.607 0.527 2.334 -1.02
O -1.594 -3.088 -4.050 -0.63
S 2.359 -1.193 0.141 1.26
H 4.016 1.194 0.529 0.49
C 0.984 0.300 -4.972 -0.55
C 0.126 -0.933 -3.112 0.22
C -3.470 -1.881 3.549 -1.11


99
Properties=species:S:1:pos:R:3:mulliken_charge:R:1 method="wB97M-V/def2-TZVPD" homo_lumo_gap_ev=10.04 largest_force_ha_per_bohr=0.048 multiplicity=1 e_homo_ev=-10.60 total_charge=0
H 4.697 32.447 -7.787 0.31
H -3.248 31.414 -5.970 0.24
O -0.876 29.493 -5.976 -0.37
O 10.555 33.517 -3.540 -0.59
H 6.475 31.330 0.037 0.14
H 7.916 27.027 -4.334 0.23
C -2.729 31.921 -1.969 -0.33
C 8.589 30.483 -3.699 0.46
O 5.262 31.075 -5.451 -0.09
S 7.196 31.091 3.405 1.05
H 0.954 30.620 -1.183 0.09
O -4.843 29.340 -3.241 -0.54
O -0.250 33.576 0.590 -0.61
H 6.888 29.881 0.899 0.27
O 9.112 31.624 -2.963 -0.26
H -3.169 32.535 -1.186 0.32
S 5.043 29.692 -6.164 1.14
H 0.765 37.274 -1.160 0.33
H 6.689 26.768 -2.077 0.22
H 7.745 25.430 -1.688 0.31
H -1.998 32.430 -2.577 0.27
C 7.710 26.417 -2.148 -0.31
O -0.763 31.144 -4.142 -0.35
O -1.245 31.785 -6.415 -0.36
S -0.341 30.893 -5.476 0.86
O 8.508 33.115 -4.826 -0.52
C 5.271 31.027 1.851 0.14
O 7.615 32.143 4.236 -0.54
O -3.869 31.535 -2.785 -0.33
H 1.223 31.069 -2.844 -0.27
C 4.083 31.679 -7.314 -0.36
C 6.773 35.387 -3.001 -0.44
C -2.481 31.114 -6.682 -0.30
H 7.015 35.027 -3.995 0.33
O 10.754 28.210 -1.334 -0.54
O 4.684 30.416 -7.563 -0.37
H -1.783 30.728 -0.401 0.32
H 10.385 29.448 -4.484 0.26
O 4.482 28.867 -0.837 -0.68
O 8.487 27.288 -1.285 -0.27
H 1.764 37.042 0.381 0.28
C 1.737 30.793 -1.922 0.25
H 7.665 35.830 -2.558 0.32
O 1.038 30.947 -5.749 -0.37
H 3.248 31.400 -5.281 0.01
C 8.406 26.530 -3.498 -0.17
O 4.942 33.994 -0.194 -0.50
O 6.389 34.269 -2.163 -0.01
H 2.742 35.021 -0.426 0.12
H 8.517 25.510 -3.888 0.29
H 4.692 31.905 1.524 0.03
H -2.964 29.011 -6.125 0.32
O 6.714 35.621 -0.091 -0.62
H 4.369 32.840 -5.383 0.30
H -1.484 30.127 -1.967 0.22
H -2.023 29.238 -7.595 0.30
O 0.057 35.955 0.180 -0.40
S 5.765 34.927 -0.861 1.03
S 9.610 32.620 -4.076 1.13
H 8.396 29.637 -3.049 -0.03
O -3.392 29.737 -1.300 -0.41
H 4.485 30.295 1.646 0.25
C 5.547 36.289 -2.927 -0.45
C 4.089 31.871 -5.781 -0.16
O 3.878 29.056 -5.696 -0.51
O 7.565 31.454 1.897 -0.28
C -2.265 30.602 -1.372 0.01
H 5.806 37.345 -2.854 0.31
H 9.162 30.005 -5.672 0.25
S -0.304 34.545 -0.446 1.19
O 2.503 29.605 -2.098 -0.31
H 4.918 36.196 -3.812 0.30
H 3.085 31.773 -7.739 0.26
S 4.042 29.806 -1.806 0.70
C 9.678 30.230 -4.737 -0.17
O 10.451 25.793 -1.275 -0.58
C -2.170 29.598 -6.575 -0.35
H 2.746 32.718 -2.131 0.11
H -2.797 31.334 -7.696 0.30
H 2.390 32.322 -0.480 0.21
C 1.972 35.430 -1.075 0.00
S -4.605 30.269 -2.204 1.11
O 4.854 35.948 -1.720 -0.31
C 6.539 30.911 1.036 -0.13
O 5.615 31.129 3.219 -0.37
O 6.258 28.983 -6.252 -0.60
S 10.005 27.073 -1.672 1.19
C 2.691 31.884 -1.432 0.07
O 4.820 29.894 -2.969 0.07
O -5.668 30.677 -1.371 -0.57
C 1.210 36.597 -0.436 -0.41
H 2.429 35.757 -2.004 0.19
O 3.898 31.203 -1.095 -0.17
H 7.659 30.828 -4.144 -0.17
O 0.988 34.445 -1.375 -0.17
O 9.721 27.023 -3.252 -0.31
O -1.462 34.620 -1.243 -0.56
O 7.577 29.757 3.656 -0.54
O 10.334 31.498 -4.943 -0.38


7
Properties=species:S:1:pos:R:3:mulliken_charge:R:1 method="wB97M-V/def2-TZVPD" smiles=C#[N+]CCl homo_lumo_gap_ev=10.67 largest_force_ha_per_bohr=0.085 multiplicity=1 e_homo_ev=-16.17 total_charge=+1
H -1.665 0.940 1.933 0.42
C -1.054 0.481 1.043 0.07
H 0.306 -0.002 -1.425 0.32
N -0.366 -0.021 0.303 0.13
H 1.430 -0.722 -0.434 0.31
C 0.419 -0.661 -0.565 -0.19
Cl -0.169 -2.359 -0.697 -0.07


29
Properties=species:S:1:pos:R:3:mulliken_charge:R:1 method="wB97M-V/def2-TZVPD" homo_lumo_gap_ev=8.36 largest_force_ha_per_bohr=0.088 multiplicity=1 e_homo_ev=-11.21 total_charge=+1
C 1.818 -1.203 0.839 -0.32
C 0.259 4.026 -2.335 -0.03
C -1.594 -2.482 1.856 -0.82
H -2.614 -2.191 1.427 0.26
C -0.809 -3.294 0.761 -0.48
H -0.924 -2.122 -1.077 0.31
C 0.111 0.017 0.071 -0.40
H 1.461 3.317 -0.716 0.53
H 2.773 0.522 -2.797 0.28
C -0.089 -2.435 -0.348 -0.74
H -1.478 -4.017 0.270 0.38
H 0.431 5.113 -2.079 0.28
C 1.904 0.051 1.271 -0.47
H -0.934 2.732 -3.713 0.27
H 2.663 0.626 1.618 0.50
C 1.089 3.062 -1.672 -0.56
H -0.671 0.275 -0.535 0.46
H 0.488 1.642 1.022 0.23
H -0.962 4.474 -3.939 0.23
C 1.456 1.957 -2.241 0.27
H 0.020 -3.847 1.139 0.33
C -0.545 3.679 -3.348 -0.82
N 0.600 -1.220 0.117 0.37
H -1.774 -2.899 2.855 0.34
H 2.494 -2.010 1.001 0.46
N 0.877 0.763 0.868 0.10
H -0.966 -1.570 1.998 0.12
N 1.886 0.825 -2.309 -0.39
H 0.769 -3.014 -0.816 0.33


24
Properties=species:S:1:pos:R:3:mulliken_charge:R:1 method="wB97M-V/def2-TZVPD" smiles="Cc1ccccc1.CC(N)=O" homo_lumo_gap_ev=9.99 largest_force_ha_per_bohr=0.054 multiplicity=1 e_homo_ev=-9.17 total_charge=0
H 0.151 -0.835 -0.978 -0.19
C -1.625 -1.531 -1.907 0.68
H 0.934 -1.307 0.684 0.45
C 0.787 -0.273 0.985 -0.85
H -0.727 0.393 -1.871 0.28
H 3.734 0.761 -0.329 0.35
C 1.688 1.868 1.514 -0.49
H 2.541 2.532 1.396 0.33
H -1.663 1.838 1.981 0.41
C 0.426 2.305 1.916 -0.43
C -0.387 -0.682 -1.946 -0.59
H 3.885 0.100 1.368 0.31
H -1.389 -0.381 1.330 0.47
H -2.753 -0.018 -2.686 0.20
C -0.476 0.186 1.324 -0.21
H 0.214 -0.721 -2.886 0.37
H 3.153 -0.863 -0.042 0.28
C 3.224 0.185 0.459 -1.36
C -0.669 1.489 1.758 -0.56
O -1.752 -2.637 -1.402 -0.64
C 1.877 0.603 0.930 1.03
H 0.488 3.293 2.368 0.35
H -3.585 -1.628 -2.445 0.24
N -2.804 -0.981 -2.409 -0.42


8
Properties=species:S:1:pos:R:3:mulliken_charge:R:1 method="wB97M-V/def2-TZVPD" smiles="NC(=O)Cl.[H][H]" homo_lumo_gap_ev=11.67 largest_force_ha_per_bohr=0.071 multiplicity=1 e_homo_ev=-10.83 total_charge=0
H -1.659 -0.201 1.106 -0.09
Cl 2.061 -1.111 -0.072 -0.20
H -0.498 1.150 -0.222 0.29
O 0.227 -0.510 -1.827 -0.51
H 0.608 0.758 1.019 0.26
C 0.724 -0.187 -0.743 0.62
H -1.879 -0.754 0.701 0.08
N 0.415 0.855 0.038 -0.46


97
Properties=species:S:1:pos:R:3:mulliken_charge:R:1 method="wB97M-V/def2-TZVPD" homo_lumo_gap_ev=7.66 largest_force_ha_per_bohr=0.080 multiplicity=1 e_homo_ev=-5.73 total_charge=-1
H 8.053 1.570 0.798 0.39
H -10.987 0.473 3.336 0.40
H 0.331 0.092 -6.022 0.57
O 6.728 -1.078 0.599 -0.43
N -1.351 1.079 -3.415 0.11
C -10.135 1.040 2.996 -0.37
H -8.382 -0.277 3.425 0.36
H -4.027 2.521 -0.004 0.74
H -0.288 0.284 -1.739 0.18
C -5.916 -1.328 -2.005 -0.64
H -6.593 0.033 0.934 0.14
H -0.215 -1.163 3.062 0.44
N 2.594 -5.206 0.165 0.08
H 1.480 -1.031 -8.055 0.20
N 0.823 -1.622 -8.534 0.05
H -8.424 3.555 1.691 0.37
H -7.050 1.597 2.432 0.23
H 2.038 -0.589 2.136 0.19
H -1.435 -2.787 1.258 0.51
H 1.847 -4.736 0.652 0.22
C 4.424 -6.389 -0.235 -0.38
C 1.919 3.220 5.373 -0.38
O 8.487 1.853 1.630 -0.57
O 5.111 -0.109 4.254 -0.67
C -8.827 0.632 3.054 -0.50
H 5.314 -6.982 -0.086 0.39
C -1.640 2.068 2.248 -0.54
C -1.008 -2.781 -8.998 -0.53
H 3.658 -6.005 1.829 0.37
H 2.069 6.510 5.381 0.39
N 7.856 2.160 4.256 -0.89
C 0.468 -2.498 0.111 -0.66
C -10.149 2.332 2.411 -0.47
H 1.610 2.203 5.556 0.46
C 2.750 -5.237 -1.193 -0.30
H 4.274 -6.165 -2.458 0.40
H 8.530 2.890 3.974 0.21
C -1.232 1.334 1.164 -0.73
N 3.016 3.488 4.609 0.14
C 0.476 -0.116 -3.797 -0.69
C -2.878 2.674 1.908 -0.95
H -11.014 2.947 2.216 0.38
H -6.060 -1.913 -2.900 0.41
C -6.241 -0.340 -0.013 -0.24
H -7.817 -1.599 -0.854 0.40
H 0.509 4.537 6.406 0.38
C 4.757 0.644 3.348 0.14
C -4.796 -0.598 -1.696 -0.37
H -2.126 1.049 -0.729 0.22
H 5.291 3.197 3.359 0.26
H 6.192 3.322 1.932 0.28
N 5.417 2.852 2.409 -0.69
H -2.095 1.555 -2.934 0.15
C -0.452 -2.347 1.180 -0.53
C 0.139 -1.529 2.111 -0.85
H 4.022 5.255 3.973 0.31
H 1.363 -0.711 -3.643 0.45
C -1.191 1.036 -4.773 -0.90
C 3.881 -5.963 -1.473 -0.54
N 5.547 0.943 0.992 -0.70
H -3.478 3.318 2.532 0.46
C -0.421 -1.959 -8.071 -0.31
H -4.339 0.590 0.000 0.28
N -8.051 1.627 2.522 0.02
H -0.225 -3.528 -10.959 0.38
H 3.599 2.789 4.166 0.22
C 3.606 -5.909 0.756 -0.54
C -6.833 -1.164 -0.936 -0.58
N -5.001 -0.004 -0.480 0.27
C 2.199 5.446 5.253 -0.52
C -3.183 2.288 0.627 -0.64
C 5.772 1.420 2.400 1.04
H 0.327 -3.076 -0.790 0.40
C 1.033 -2.214 -9.750 -0.49
N 1.377 -1.184 1.648 0.40
C -0.063 0.304 -5.041 -0.24
H -1.109 2.160 3.182 0.56
C -0.339 0.374 -2.813 -0.03
H 1.958 -2.066 -10.284 0.37
C -8.849 2.668 2.132 -0.42
H -1.891 1.529 -5.428 0.39
N -2.171 1.476 0.180 0.27
C 3.199 4.840 4.533 -0.39
O 8.066 -0.262 3.220 -0.52
O 3.473 0.873 3.133 -0.92
H -0.778 -1.586 -7.124 0.35
H -1.991 -3.218 -8.920 0.38
H -3.872 -0.451 -2.235 0.36
C 1.586 -1.764 0.430 -0.24
H -0.356 0.726 1.006 0.54
H 2.510 -1.607 -0.105 0.45
H 8.648 -0.156 4.003 0.33
P 7.581 1.319 2.939 1.02
C 6.020 -0.180 0.780 0.67
C -0.085 -2.944 -10.064 -0.39
C 1.386 4.417 5.788 -0.65
H 2.047 -4.741 -1.842 0.32


56
Properties=species:S:1:pos:R:3:mulliken_spin:R:1 method="wB97M-V/def2-TZVPD" homo_lumo_gap_ev="3.10 / 7.02" largest_force_ha_per_bohr=0.061 s_squared=6.02 multiplicity=5 e_homo_ev="-0.32 / -5.26" total_charge=-1
H 2.240 -2.225 -2.245 0.03
H -2.553 1.754 -2.203 0.01
H -3.219 -0.893 -0.857 -0.01
H 1.848 0.276 -2.403 0.10
H -0.172 -2.358 -3.419 0.00
H -1.603 4.106 2.721 0.00
Ge -1.522 1.575 2.402 0.03
H -0.833 3.405 4.008 0.00
C 3.268 2.240 -0.172 0.02
C 2.553 -2.438 -1.168 -0.03
H 0.106 3.679 2.526 -0.01
Si 0.994 -2.509 -0.106 -0.04
H 0.856 -4.821 0.605 -0.01
H 1.975 -1.246 1.951 0.00
H 3.169 -3.418 -1.057 -0.01
Si -1.198 -0.419 -2.192 0.36
H -4.087 1.344 2.275 0.00
C -2.015 1.070 -2.890 0.08
C -2.835 -1.436 -1.689 0.06
H 0.166 0.516 3.999 0.00
O 2.298 4.113 0.984 0.00
C -0.677 0.138 3.507 0.09
H 2.540 2.727 -2.174 0.11
H 0.739 -2.395 2.270 0.00
H -3.604 2.906 3.163 0.00
H 2.450 -0.038 -0.895 0.03
C 1.606 -2.293 1.668 0.03
H -1.361 1.743 -3.437 0.16
C -0.536 -1.367 -3.640 0.10
H -3.507 -1.518 -2.540 0.01
O 0.992 2.314 0.841 -0.19
H 2.298 -3.065 2.076 0.00
H -1.504 -0.185 4.163 -0.01
H -0.835 -4.199 0.516 0.00
H 4.030 3.020 -0.298 0.01
C 0.138 -4.235 0.017 0.08
H -2.559 0.921 0.312 0.05
H -0.117 -4.652 -1.010 0.00
H -2.473 -2.460 -1.320 0.00
H 0.164 -0.686 -4.249 0.06
H 3.702 1.500 -2.224 -0.01
C 2.155 2.938 0.655 0.07
H -3.549 1.352 4.034 0.00
H -1.385 -1.424 -4.338 0.04
H -2.736 0.773 -3.646 -0.01
N 2.016 0.704 -1.467 -0.27
C -0.266 -1.206 -0.417 0.63
C -0.871 3.363 2.936 0.06
H -1.001 -1.393 0.357 0.03
Ir 0.148 0.769 -0.358 1.26
C -1.482 1.022 0.535 1.10
C 2.884 1.811 -1.594 0.00
C -3.397 1.806 3.029 0.02
H -0.378 -0.685 2.850 -0.03
H 3.671 1.388 0.424 -0.01
H 3.272 -1.708 -0.816 0.00


9
Properties=species:S:1:pos:R:3:mulliken_charge:R:1 method="wB97M-V/def2-TZVPD" homo_lumo_gap_ev=7.68 largest_force_ha_per_bohr=0.068 multiplicity=1 e_homo_ev=-9.98 total_charge=0
H 0.820 -2.028 -0.138 0.33
P -0.699 -0.047 -0.748 0.81
I -1.076 0.585 2.115 0.09
O -0.528 1.322 -1.193 -0.56
H 1.590 -0.496 0.447 0.33
O -1.844 -0.979 -1.033 -0.59
H 1.548 -0.658 -1.230 0.28
I -0.650 3.223 2.115 0.08
C 0.839 -0.922 -0.336 -0.76


8
Properties=species:S:1:pos:R:3:mulliken_charge:R:1 method="wB97M-V/def2-TZVPD" homo_lumo_gap_ev=10.07 largest_force_ha_per_bohr=0.135 multiplicity=1 e_homo_ev=-9.44 total_charge=0
H -2.017 0.177 -1.512 0.32
C 0.549 -0.388 0.310 -0.23
O -0.390 -0.553 -0.680 -0.18
H 0.959 -1.415 0.583 0.23
H 1.096 1.351 0.099 0.37
H -0.336 0.008 1.665 0.16
O 1.556 0.429 0.261 -0.39
O -1.417 0.393 -0.726 -0.27


53
Properties=species:S:1:pos:R:3:mulliken_spin:R:1 method="wB97M-V/def2-TZVPD" homo_lumo_gap_ev="5.14 / 5.18" largest_force_ha_per_bohr=0.045 s_squared=2.01 multiplicity=3 e_homo_ev="-12.88 / -12.88" total_charge=+2
H -0.368 2.756 3.817 0.00
H 0.555 -0.142 2.673 0.00
C -0.849 -1.853 0.817 0.01
H -0.832 -4.893 -0.708 0.00
Br -0.660 3.539 -1.384 0.00
H -1.842 -2.885 -0.763 0.00
H 0.769 -4.300 -0.393 0.00
N -0.346 0.316 2.715 0.00
C -0.808 -2.738 -0.434 0.00
H -0.379 -0.968 -1.611 -0.01
H -4.399 1.048 -2.334 0.00
H 4.435 -0.435 1.239 0.00
H -0.321 -2.445 -2.534 0.00
P -0.883 1.111 1.254 0.00
H 0.675 4.000 3.166 0.00
C -1.554 1.786 -0.592 0.00
Tm -2.266 4.011 -3.256 1.01
H -1.307 -2.439 1.618 0.00
H 5.437 0.024 -0.808 0.01
H 1.685 0.180 -1.720 0.06
I -3.023 1.826 2.571 0.00
H -3.698 2.506 -2.851 0.00
H 0.179 -1.650 1.123 0.00
C -0.054 -2.013 -1.569 0.04
H -2.725 0.974 -2.852 0.00
C 4.555 -0.145 -1.420 0.06
H -1.165 1.061 -1.308 0.00
H 1.293 2.369 3.253 0.00
H 2.682 -0.104 1.324 0.00
C 3.373 -0.525 -0.608 0.22
H -2.592 -0.704 1.294 0.00
H -2.082 -0.518 -0.359 0.00
H 1.953 -2.446 -2.298 0.02
H -0.879 3.558 1.475 0.00
H -1.036 -0.269 3.170 0.00
C -0.278 -4.152 -0.132 0.00
H 0.725 2.929 0.969 0.00
H -0.404 -4.397 0.922 0.00
C -0.129 2.785 1.634 0.00
Br -3.827 3.653 -0.517 0.00
C 2.138 -0.703 -1.267 0.33
H 4.736 -0.955 -2.134 0.02
H 3.275 -1.766 1.147 0.01
C -3.047 1.882 -0.852 0.00
H 1.788 -2.640 -0.548 0.02
H 4.350 0.756 -2.012 0.00
H -3.572 1.162 -0.228 0.00
C 0.390 2.946 3.061 0.00
C 3.457 -0.722 0.862 0.09
C 1.483 -2.022 -1.395 0.10
F 0.558 0.648 0.431 0.01
C -3.453 1.591 -2.314 0.00
C -1.712 -0.586 0.665 -0.01


no.,total energy (Eh)
1,-1129.1764
2,-1979.7576
3,-6999.5757
4,-592.5890
5,-554.5525
6,-480.7239
7,-630.6729
8,-2680.6207
9,-3519.7332
10,-1127.1598
11,-266.0126
12,-7616.2863